(a)
This record from the Open Molecules 2025 dataset describes a single C4H5N5 molecule. The level of theory is wB97M-V/def2-TZVPD.

Properties
HOMO energy: -8.17 eV
SMILES: N#C/C=C1/NN=CNN1
gap between HOMO and LUMO: 8.7 eV

Last columns: bonded neighbours and bond lengths (Å).
Geometry (Å):
1 N 3.52 0.61 0.00  C2 1.161
2 C 2.61 -0.12 -0.01  N1 1.161, C3 1.408
3 C 1.45 -0.91 -0.02  C2 1.408, C4 1.399, H10 1.092
4 C 0.16 -0.39 0.03  C3 1.399, N5 1.379, N9 1.356
5 N -0.90 -1.28 0.03  C4 1.379, N6 1.408, H11 0.983
6 N -2.25 -0.89 0.00  N5 1.408, C7 1.295
7 C -2.34 0.41 -0.03  N6 1.295, N8 1.365, H12 1.073
8 N -1.41 1.40 -0.10  C7 1.365, N9 1.428, H13 1.027
9 N -0.07 0.95 0.09  C4 1.356, N8 1.428, H14 1.008
10 H 1.50 -2.00 -0.10  C3 1.092
11 H -0.65 -2.23 0.01  N5 0.983
12 H -3.33 0.81 0.01  C7 1.073
13 H -1.59 2.27 0.41  N8 1.027
14 H 0.59 1.63 -0.25  N9 1.008

(b)
This record from the Open Molecules 2025 dataset describes a single C4H5N5 molecule. The level of theory is wB97M-V/def2-TZVPD.

Properties
HOMO energy: -7.63 eV
SMILES: Nc1n[nH]c2c[nH]nc12
gap between HOMO and LUMO: 8.7 eV

Last columns: bonded neighbours and bond lengths (Å).
Geometry (Å):
1 N 2.40 -1.24 0.08  C2 1.363, H10 1.007, H11 1.009
2 C 1.42 -0.29 0.00  N1 1.363, N3 1.299, C9 1.554
3 N 1.64 0.99 0.01  C2 1.299, N4 1.377
4 N 0.45 1.68 -0.04  N3 1.377, C5 1.363, H12 1.006
5 C -0.61 0.82 0.03  N4 1.363, C6 1.377, C9 1.419
6 C -1.98 0.69 0.03  C5 1.377, N7 1.363, H13 1.070
7 N -2.20 -0.65 0.01  C6 1.363, N8 1.332, H14 1.011
8 N -1.10 -1.40 -0.01  N7 1.332, C9 1.324
9 C -0.12 -0.51 0.01  C2 1.554, C5 1.419, N8 1.324
10 H 2.18 -2.14 -0.32  N1 1.007
11 H 3.32 -0.88 -0.14  N1 1.009
12 H 0.47 2.64 0.27  N4 1.006
13 H -2.77 1.40 0.06  C6 1.070
14 H -3.11 -1.10 0.00  N7 1.011

(c)
This record from the Open Molecules 2025 dataset describes a single C4H5N5 molecule. The level of theory is wB97M-V/def2-TZVPD.

Properties
HOMO energy (alpha / beta): -7.02 / -8.65 eV
gap between HOMO and LUMO (alpha / beta): 6.3 / 8.4 eV

Last columns: bonded neighbours and bond lengths (Å).
Geometry (Å):
1 N -1.15 0.30 0.05  C2 1.367, C3 1.379, H10 1.010
2 C -0.35 -0.80 0.16  N1 1.367, N4 1.364, C7 1.411
3 C -0.46 1.44 -0.28  N1 1.379, N5 1.257, C8 1.517
4 N -0.76 -1.91 0.85  C2 1.364, H11 1.007, H12 1.012
5 N -1.03 2.51 -0.63  C3 1.257, H13 1.014
6 N 1.98 -1.14 -0.66  C7 1.264, H14 1.018
7 C 0.98 -0.50 -0.22  C2 1.411, N6 1.264, C8 1.626
8 C 1.02 1.12 -0.23  C3 1.517, C7 1.626, N9 1.200
9 N 1.98 1.84 -0.20  C8 1.200
10 H -2.10 0.35 0.41  N1 1.010
11 H -0.06 -2.61 1.01  N4 1.007
12 H -1.44 -1.79 1.58  N4 1.012
13 H -0.40 3.28 -0.80  N5 1.014
14 H 1.78 -2.07 -1.04  N6 1.018

Most stable structure, least stable structure: (b), (c).

(a)
This record from the Open Molecules 2025 dataset describes a single C2H3N2OP molecule. The level of theory is wB97M-V/def2-TZVPD.

Properties
HOMO energy: -8.68 eV
SMILES: On1nccp1
gap between HOMO and LUMO: 9.2 eV

Last columns: bonded neighbours and bond lengths (Å).
Geometry (Å):
1 O 2.28 -0.87 -0.07  N2 1.437, H7 0.935
2 N 1.01 -0.18 -0.01  O1 1.437, N3 1.268, P6 1.607
3 N 0.09 -1.05 -0.10  N2 1.268, C4 1.642
4 C -1.26 -0.12 -0.08  N3 1.642, C5 1.323, H8 1.103
5 C -0.91 1.15 -0.11  C4 1.323, P6 1.781, H9 1.078
6 P 0.85 1.41 -0.04  N2 1.607, C5 1.781
7 H 1.94 -1.73 0.06  O1 0.935
8 H -2.30 -0.42 0.15  C4 1.103
9 H -1.71 1.80 0.21  C5 1.078

(b)
This record from the Open Molecules 2025 dataset describes 2 unconnected molecules or ions with the total composition C2H3N2OP. The level of theory is wB97M-V/def2-TZVPD.

Properties
HOMO energy (alpha / beta): -9.60 / -9.59 eV
gap between HOMO and LUMO (alpha / beta): 7.9 / 7.9 eV

Last columns: bonded neighbours and bond lengths (Å).
Geometry (Å):
1 C 0.92 -0.84 0.20  C2 1.398, N3 1.322, H7 1.074
2 C -0.30 -1.50 0.35  C1 1.398, P6 1.744, H8 1.075
3 N 0.80 0.43 -0.14  C1 1.322, N4 1.265
4 N -0.44 0.68 -0.29  N3 1.265, P6 1.642
5 O -0.83 2.58 -0.36  H9 0.960
6 P -1.62 -0.40 0.06  C2 1.744, N4 1.642
7 H 1.90 -1.26 0.33  C1 1.074
8 H -0.41 -2.53 0.64  C2 1.075
9 H -0.02 2.86 -0.79  O5 0.960

Most stable structure, least stable structure: (a), (b).

(a)
This record from the Open Molecules 2025 dataset describes a single C20H33N5O2 molecule. The level of theory is wB97M-V/def2-TZVPD.

Properties
HOMO energy: -8.26 eV
SMILES: CCCCCCn1c(CN2CCC[C@H](C)C2)nc2c1c(=O)n(C)c(=O)n2C
gap between HOMO and LUMO: 9.0 eV

Last columns: bonded neighbours and bond lengths (Å).
Geometry (Å):
1 C -3.90 -5.11 -1.71  C2 1.524, H28 1.088, H29 1.088, H30 1.088
2 C -3.17 -4.21 -0.71  C1 1.524, C3 1.528, H31 1.091, H32 1.093
3 C -1.84 -4.82 -0.28  C2 1.528, C4 1.529, H33 1.092, H34 1.093
4 C -1.14 -4.03 0.83  C3 1.529, C5 1.526, H35 1.093, H36 1.092
5 C -0.66 -2.66 0.38  C4 1.526, C6 1.531, H37 1.092, H38 1.091
6 C 0.09 -1.94 1.50  C5 1.531, N7 1.442, H39 1.093, H40 1.092
7 N 0.51 -0.62 1.09  C6 1.442, C8 1.355, C19 1.379
8 C -0.17 0.55 1.14  N7 1.355, C9 1.500, N17 1.324
9 C -1.56 0.71 1.68  C8 1.500, N10 1.449, H41 1.095, H42 1.093
10 N -2.48 1.43 0.83  C9 1.449, C11 1.451, C16 1.454
11 C -2.62 0.83 -0.48  N10 1.451, C12 1.525, H43 1.094, H44 1.104
12 C -3.79 1.48 -1.22  C11 1.525, C13 1.524, H45 1.091, H46 1.092
13 C -3.57 2.98 -1.34  C12 1.524, C14 1.528, H47 1.092, H48 1.093
14 C -3.35 3.58 0.05  C13 1.528, C15 1.525, C16 1.529, H49 1.095
15 C -3.08 5.08 -0.02  C14 1.525, H50 1.088, H51 1.087, H52 1.088
16 C -2.19 2.85 0.73  N10 1.454, C14 1.529, H53 1.093, H54 1.100
17 N 0.53 1.55 0.63  C8 1.324, C18 1.348
18 C 1.70 1.01 0.23  N17 1.348, C19 1.385, N26 1.359
19 C 1.72 -0.35 0.50  N7 1.379, C18 1.385, C20 1.429
20 C 2.86 -1.17 0.21  C19 1.429, O21 1.218, N22 1.399
21 O 2.98 -2.36 0.43  C20 1.218
22 N 3.88 -0.42 -0.38  C20 1.399, C23 1.454, C24 1.388
23 C 5.11 -1.11 -0.72  N22 1.454, H55 1.090, H56 1.090, H57 1.087
24 C 3.88 0.94 -0.67  N22 1.388, O25 1.212, N26 1.378
25 O 4.85 1.47 -1.18  C24 1.212
26 N 2.75 1.65 -0.35  C18 1.359, C24 1.378, C27 1.446
27 C 2.68 3.07 -0.62  N26 1.446, H58 1.089, H59 1.091, H60 1.088
28 H -4.11 -6.08 -1.27  C1 1.088
29 H -4.84 -4.66 -2.02  C1 1.088
30 H -3.29 -5.26 -2.60  C1 1.088
31 H -3.01 -3.23 -1.17  C2 1.091
32 H -3.81 -4.07 0.17  C2 1.093
33 H -1.18 -4.89 -1.14  C3 1.092
34 H -2.03 -5.83 0.08  C3 1.093
35 H -1.83 -3.92 1.68  C4 1.093
36 H -0.28 -4.61 1.18  C4 1.092
37 H 0.01 -2.77 -0.48  C5 1.092
38 H -1.51 -2.05 0.07  C5 1.091
39 H -0.53 -1.86 2.39  C6 1.093
40 H 1.00 -2.50 1.74  C6 1.092
41 H -1.50 1.25 2.64  C9 1.095
42 H -1.99 -0.28 1.87  C9 1.093
43 H -2.82 -0.23 -0.35  C11 1.094
44 H -1.70 0.95 -1.09  C11 1.104
45 H -4.71 1.30 -0.65  C12 1.091
46 H -3.90 1.03 -2.20  C12 1.092
47 H -4.42 3.46 -1.83  C13 1.092
48 H -2.68 3.17 -1.95  C13 1.093
49 H -4.25 3.41 0.64  C14 1.095
50 H -2.17 5.27 -0.60  C15 1.088
51 H -2.94 5.49 0.97  C15 1.087
52 H -3.91 5.59 -0.50  C15 1.088
53 H -2.06 3.24 1.74  C16 1.093
54 H -1.26 3.04 0.17  C16 1.100
55 H 5.30 -1.01 -1.79  C23 1.090
56 H 5.95 -0.69 -0.18  C23 1.090
57 H 4.98 -2.16 -0.46  C23 1.087
58 H 2.32 3.59 0.27  C27 1.089
59 H 1.98 3.26 -1.44  C27 1.091
60 H 3.67 3.41 -0.90  C27 1.088

(b)
This record from the Open Molecules 2025 dataset describes a single C20H33N5O2 molecule. The level of theory is wB97M-V/def2-TZVPD.

Properties
HOMO energy: -8.27 eV
SMILES: CCCCCn1c(CN2CCCC[C@@H]2CC)nc2c1c(=O)n(C)c(=O)n2C
gap between HOMO and LUMO: 9.0 eV

Last columns: bonded neighbours and bond lengths (Å).
Geometry (Å):
1 C -1.44 -4.76 0.41  C2 1.524, H28 1.088, H29 1.086, H30 1.088
2 C 0.03 -4.52 0.06  C1 1.524, C3 1.530, H31 1.093, H32 1.092
3 C 0.22 -3.80 -1.27  C2 1.530, C4 1.528, H33 1.094, H34 1.092
4 C -0.47 -2.44 -1.37  C3 1.528, C5 1.531, H35 1.094, H36 1.090
5 C 0.02 -1.46 -0.31  C4 1.531, N6 1.442, H37 1.092, H38 1.091
6 N -0.52 -0.14 -0.54  C5 1.442, C7 1.354, C19 1.379
7 C 0.02 0.90 -1.21  N6 1.354, C8 1.497, N17 1.325
8 C 1.42 0.97 -1.74  C7 1.497, N9 1.453, H39 1.093, H40 1.091
9 N 2.37 1.65 -0.88  C8 1.453, C10 1.458, C14 1.463
10 C 2.04 3.05 -0.62  N9 1.458, C11 1.529, H41 1.096, H42 1.090
11 C 1.39 3.27 0.75  C10 1.529, C12 1.533, H43 1.091, H44 1.090
12 C 2.36 2.86 1.86  C11 1.533, C13 1.530, H45 1.091, H46 1.092
13 C 3.40 1.87 1.33  C12 1.530, C14 1.529, H47 1.090, H48 1.091
14 C 2.78 0.91 0.31  N9 1.463, C13 1.529, C15 1.539, H49 1.105
15 C 3.80 -0.18 -0.08  C14 1.539, C16 1.525, H50 1.091, H51 1.091
16 C 3.97 -1.25 0.99  C15 1.525, H52 1.087, H53 1.088, H54 1.089
17 N -0.83 1.92 -1.32  C7 1.325, C18 1.347
18 C -1.95 1.51 -0.70  N17 1.347, C19 1.386, N26 1.359
19 C -1.80 0.23 -0.21  N6 1.379, C18 1.386, C20 1.428
20 C -2.85 -0.45 0.49  C19 1.428, O21 1.219, N22 1.398
21 O -2.81 -1.58 0.96  C20 1.219
22 N -3.99 0.35 0.59  C20 1.398, C23 1.454, C24 1.389
23 C -5.14 -0.21 1.27  N22 1.454, H55 1.087, H56 1.090, H57 1.090
24 C -4.17 1.64 0.11  N22 1.389, O25 1.212, N26 1.378
25 O -5.22 2.22 0.27  C24 1.212
26 N -3.11 2.22 -0.55  C18 1.359, C24 1.378, C27 1.446
27 C -3.22 3.56 -1.07  N26 1.446, H58 1.088, H59 1.090, H60 1.090
28 H -1.94 -5.26 -0.41  C1 1.088
29 H -1.95 -3.82 0.62  C1 1.086
30 H -1.51 -5.38 1.30  C1 1.088
31 H 0.54 -5.48 0.00  C2 1.093
32 H 0.50 -3.95 0.86  C2 1.092
33 H 1.29 -3.67 -1.45  C3 1.094
34 H -0.16 -4.44 -2.07  C3 1.092
35 H -0.28 -2.02 -2.36  C4 1.094
36 H -1.55 -2.57 -1.26  C4 1.090
37 H -0.32 -1.79 0.68  C5 1.092
38 H 1.11 -1.41 -0.31  C5 1.091
39 H 1.38 1.52 -2.68  C8 1.093
40 H 1.78 -0.04 -1.94  C8 1.091
41 H 2.95 3.64 -0.69  C10 1.096
42 H 1.35 3.38 -1.40  C10 1.090
43 H 0.48 2.68 0.80  C11 1.091
44 H 1.11 4.32 0.85  C11 1.090
45 H 2.88 3.74 2.25  C12 1.091
46 H 1.81 2.41 2.68  C12 1.092
47 H 3.82 1.30 2.15  C13 1.090
48 H 4.21 2.40 0.83  C13 1.091
49 H 1.91 0.42 0.80  C14 1.105
50 H 3.48 -0.66 -1.01  C15 1.091
51 H 4.75 0.30 -0.28  C15 1.091
52 H 4.37 -0.83 1.91  C16 1.087
53 H 4.67 -2.02 0.64  C16 1.088
54 H 3.02 -1.73 1.22  C16 1.089
55 H -4.88 -1.22 1.59  C23 1.087
56 H -6.00 -0.24 0.60  C23 1.090
57 H -5.40 0.40 2.13  C23 1.090
58 H -4.20 3.94 -0.81  C27 1.088
59 H -3.09 3.54 -2.16  C27 1.090
60 H -2.44 4.19 -0.64  C27 1.090

Most stable structure, least stable structure: (a), (b).

(a)
This record from the Open Molecules 2025 dataset describes a gas-phase ion, C5H5N2 (charge +1). The level of theory is wB97M-V/def2-TZVPD.

Properties
HOMO energy (alpha / beta): -14.83 / -14.83 eV
charge: +1
SMILES: C#C/N=C\C#[N+]C
gap between HOMO and LUMO (alpha / beta): 8.5 / 8.5 eV

Last columns: bonded neighbours and bond lengths (Å).
Geometry (Å):
1 C -1.66 -1.97 1.29  C2 1.212, H8 1.057
2 C -2.58 -1.23 1.56  C1 1.212, N3 1.307
3 N -3.12 -0.04 1.46  C2 1.307, C4 1.270
4 C -2.38 0.78 0.83  N3 1.270, C5 1.401, H9 1.091
5 C -1.10 0.57 0.29  C4 1.401, N6 1.155
6 N -0.03 0.51 -0.13  C5 1.155, C7 1.370
7 C 1.23 0.42 -0.66  N6 1.370, H10 1.092, H11 1.094, H12 1.094
8 H -1.17 -2.91 1.35  C1 1.057
9 H -2.74 1.80 0.69  C4 1.091
10 H 1.55 -0.62 -0.66  C7 1.092
11 H 1.92 1.01 -0.06  C7 1.094
12 H 1.23 0.81 -1.69  C7 1.094

(b)
This record from the Open Molecules 2025 dataset describes a gas-phase ion, C5H5N2 (charge +1). The level of theory is wB97M-V/def2-TZVPD.

Properties
HOMO energy: -13.25 eV
charge: +1
gap between HOMO and LUMO: 7.6 eV

Last columns: bonded neighbours and bond lengths (Å).
Geometry (Å):
1 C 2.07 -0.71 -0.12  C3 1.386, N6 1.305
2 C -0.17 -1.08 0.03  C3 1.370, N7 1.155
3 C 1.07 -1.66 -0.01  C1 1.386, C2 1.370, H8 1.025
4 C 2.24 1.78 -0.04  N6 1.198, H9 1.040
5 C -2.22 0.26 -0.08  N7 1.331, H10 1.079, H11 1.089, H12 1.135
6 N 2.06 0.60 -0.12  C1 1.305, C4 1.198
7 N -1.23 -0.63 0.00  C2 1.155, C5 1.331
8 H 1.00 -2.67 0.14  C3 1.025
9 H 2.86 2.60 0.10  C4 1.040
10 H -1.96 1.27 -0.37  C5 1.079
11 H -2.51 0.37 0.96  C5 1.089
12 H -3.20 -0.13 -0.49  C5 1.135

Most stable structure, least stable structure: (a), (b).